Entry 1:
C102H185F5O36S6 | ωB97M-V with the def2-TZVPD basis set

LUMO level ... 0.145 eV
Frontier orbital gap ... 9.061 eV
Highest occupied orbital energy ... -8.92 eV
E ... -9593.9400 hartree
Charge ... 0

Atoms and positions in Å:
O -2.6780 -6.2967 6.3268
C 2.5513 7.3673 3.5688
H 7.5681 -2.8202 -2.3612
H -0.9960 -4.8446 7.8293
H -8.1473 -1.4477 1.1952
H -9.8574 2.8125 0.6601
H 0.8994 -2.2946 -4.2080
O -3.5091 3.5661 -3.0619
H 2.1483 -6.1973 5.1483
H 1.2404 -4.5318 7.0566
H -0.7709 -4.7442 3.0998
C 6.8779 -3.4442 -4.2758
H 1.0643 0.6996 -7.3555
O -2.1548 -1.2274 -10.9751
C 0.0819 5.0633 5.4409
H -3.8304 -2.2185 3.4285
C -11.3842 1.3856 -0.4354
C -8.1721 -1.2125 -0.8937
H 7.5606 -4.2510 -4.4652
H 3.2987 1.5365 6.0208
O 3.7113 3.5279 1.8953
C -1.7764 -5.2928 -6.5335
H -2.5907 -1.7087 -7.7262
C -3.0241 -6.0029 0.5606
H -1.3827 -2.4853 3.0441
H 0.1574 -3.4188 -6.7515
O -3.3170 -1.9448 -4.5916
H -1.9895 2.1884 -0.0658
C -1.2355 4.2858 7.3800
F 4.0927 0.2221 -0.4738
H -1.8375 -7.8351 0.2896
C -2.6614 -3.0037 -4.0057
H 1.6042 5.6925 -1.8947
O 2.5571 10.1842 -1.2791
C -3.1865 -1.7368 4.1579
H -0.4013 4.2415 8.0946
C 2.0462 -6.0718 -11.2065
C 1.8138 -4.6684 -1.1823
H -2.4883 4.6582 0.1512
H 5.2917 -1.7133 2.4106
C 1.2320 2.3654 12.9692
H 1.0810 -2.2970 1.8396
C 1.9048 -5.1296 5.0530
H -2.8190 -5.7961 -0.4886
C 0.2604 1.3606 -7.6498
H 0.7226 -6.5457 -1.2699
H 1.0726 5.0564 5.9561
C 1.7265 -0.1642 8.6220
H -0.8920 -2.5198 -11.9374
C 6.5942 -1.3193 0.7260
H 0.0064 -1.5141 -5.4892
C 2.2111 1.1546 9.2110
H 5.7828 0.5527 3.4524
H -2.1568 4.4505 7.9952
H -7.8031 3.6380 0.2169
C -1.1875 3.0020 6.5456
H 1.1403 -2.2351 -8.6233
H 3.7724 7.5343 5.3659
C -0.0615 -0.9591 7.3233
H 0.2219 1.4106 -4.0138
C -2.3165 -1.0874 -8.6094
C 3.5673 -3.1448 -9.6728
O -3.9928 0.9347 0.3132
C -1.5299 -5.3659 2.6263
C 1.2783 -3.4208 -6.8363
H -2.2360 5.2121 -2.8192
S -0.1433 3.2935 5.1274
H 3.3679 -4.6187 3.0647
O 3.5143 0.8764 9.8459
H -1.9718 -1.4216 -12.9778
H 0.5683 1.7540 0.3429
H -3.7759 3.4844 -1.0050
H 1.0515 -5.9409 -11.5978
C 1.7880 2.1268 -9.2393
O 2.4909 5.9324 3.4269
H -2.1060 4.2921 1.8816
H 2.6525 8.5594 0.8133
H 1.4365 -0.7897 9.4973
H 1.5173 1.4962 9.9385
O -0.9617 3.2032 3.9369
H -5.4974 1.3573 -1.0546
C 5.7194 -1.8748 -2.7649
H 3.3593 7.7947 2.9351
C -2.6141 0.4561 3.0323
H -2.6335 -5.9121 -6.6486
H -3.8702 0.2148 -5.7937
C -1.3659 2.7356 0.5915
H -0.6584 -0.2032 2.5083
H -1.1114 -5.8949 -5.8694
C -2.8530 -4.2083 -4.7882
H 4.2561 7.8707 0.3976
H 1.8338 2.5028 13.8651
H 1.1184 8.0284 -1.9887
C 7.1994 1.1244 2.0086
O -0.9599 2.8176 -4.7580
H -2.6174 -2.8992 -12.2219
C 0.1364 2.7034 0.1326
O -0.3469 -4.9338 5.8423
H 2.7417 -6.3139 2.9679
H -6.7161 1.0287 -3.6306
H -5.9877 2.7155 1.1074
H -0.7471 4.9438 -4.5294
C 3.7808 5.3885 3.3992
H 2.8932 -4.6987 5.3210
C 4.7744 0.0901 6.3478
H 2.1044 7.1374 5.6309
H 0.9580 -3.3818 5.6780
H -11.8596 0.5215 -0.8980
O -3.0943 0.4953 5.5066
C -1.7958 4.1352 0.8441
H -5.1985 3.2685 -2.1388
H 1.5654 -0.8216 -4.8811
C 1.4621 3.2370 -4.1878
C -2.1672 -7.1699 1.0594
H -4.5813 4.8904 -1.6557
C -1.0083 5.4808 6.4783
H -3.8361 -0.9320 -0.5347
H 0.1210 5.5799 4.4980
H 0.3415 2.8406 -0.9573
C 0.6950 -5.5189 -1.6135
H 0.9270 1.3227 12.9703
C -6.2718 1.6760 0.9841
C -5.9111 1.2766 -4.3464
H -5.6551 -0.1163 -0.1783
H 1.3380 4.2273 -3.8236
H 4.0261 -2.2839 -5.7363
H 5.4387 0.7392 6.9393
C 3.1061 -5.1471 -1.8612
H 3.2131 -6.2414 -3.8097
H 1.1658 -4.0254 -8.8492
H -4.1121 -6.1316 0.6744
H -3.1277 -0.3405 -8.6280
H -9.7880 3.6270 -0.8849
C 2.7741 7.6947 4.9728
C 6.3848 0.1892 2.6062
H -6.1115 -2.9431 1.1320
O -5.0923 0.0882 3.9313
O -0.1931 6.1155 1.7630
H 0.7652 -1.6530 7.2282
C 2.1537 7.7245 -2.2353
C 4.0032 1.9107 10.7301
C 2.5839 6.6207 -0.0794
C 4.8164 -2.3053 -4.9857
H -1.9474 5.7792 5.9623
H 2.1341 -5.0208 1.9213
H 3.9294 4.0646 -3.2599
H 5.0475 1.6171 11.0179
H -6.1636 1.0632 1.9032
C 4.4636 -2.0638 5.3210
C -4.2685 3.8416 -1.9078
H -0.4948 -7.2295 2.4732
H 2.6753 -2.2698 4.1653
H 3.5137 -6.1014 -1.4140
H 2.9251 -2.5214 -10.3568
S -0.2910 5.1197 0.7232
H 1.3559 8.8926 6.9083
O -1.6495 -3.8127 0.5816
C 3.7258 3.8982 3.2614
H -2.8932 0.3589 -1.2807
H 4.1096 2.9257 10.3297
H -2.8014 -7.6911 1.7305
O 2.4653 9.1039 5.1583
H 1.7043 3.2531 -5.2537
H -7.5332 2.5745 -1.2150
C 0.1653 2.4947 -3.9550
H 3.1096 0.9369 12.3261
C 2.4548 6.3557 -1.6229
F -4.7319 -3.3706 -1.0749
S 0.9185 -5.6671 -3.4331
C 7.7938 0.8754 0.7634
H 3.0894 9.2584 7.1237
H -3.0601 -3.1315 -2.9728
H 4.3945 5.6226 4.2640
H -1.5731 -2.8474 -3.8552
H -3.3406 1.3879 -4.6163
C 2.6352 -1.0415 0.7979
H 0.1837 2.1440 -6.9089
H -3.1136 0.1316 2.1431
H 1.6405 -4.4005 -6.6796
H 1.5979 6.6416 0.3355
C -6.3986 -2.1239 -2.1858
H 3.1153 5.7590 0.3523
C 5.8941 -3.1143 -5.1810
H 2.4803 1.8900 1.9779
H 2.0838 3.0589 -8.8040
H -0.7983 0.3212 4.1593
H -0.1536 -6.2720 1.1526
C -1.9182 -2.0529 -12.0556
H -7.9130 -0.8432 -2.8975
H -5.3912 2.1789 -4.0708
H 3.9201 2.9167 -4.6672
C -5.8753 -2.6545 -1.0404
O -2.1639 -4.0586 -6.0494
H 4.3520 5.7227 2.5118
H 2.7749 3.5653 3.6646
C 2.2342 9.4797 6.4929
H 3.9074 -0.9930 -3.4950
C -9.5412 2.7243 -0.3707
C 0.3847 -1.5589 -0.0050
H -3.3978 -4.4507 6.9005
C 3.4941 2.2230 1.6774
O 0.5900 0.1458 7.8099
H 2.4505 1.3255 -8.9224
H 4.2175 1.5213 2.1755
O 0.4161 -4.4965 -4.0965
F 7.3606 2.3611 2.4371
H 6.2020 -1.5783 6.5079
H -2.3874 -0.3524 0.2349
H 3.6263 2.0438 0.6137
C 2.8572 -0.3299 -0.3653
H -0.4681 -0.7563 6.3449
H 1.8546 4.0931 0.4533
H -0.5628 -2.0046 0.1156
H -1.2558 -3.3026 6.9329
H -3.9347 -4.4141 -4.9134
H -4.7765 -6.4327 6.6752
H -4.0594 -7.8149 5.9404
O -10.1662 1.6558 -1.0228
O -7.6439 1.6129 0.6111
H 3.9615 -4.4090 -1.7631
H -1.3888 -2.5711 -9.6947
O 1.9548 -2.4233 -5.9655
C 2.7165 -5.4150 -3.3099
H 7.8975 -0.6623 -0.8162
H -0.0677 2.7128 -2.9144
H 3.5959 -5.1677 -9.2329
C -5.3793 0.9061 -0.0724
C -2.2601 -1.9599 -9.7984
C 2.5268 -5.2577 2.9069
H -1.4142 2.2303 1.5731
H -0.6208 6.3737 6.9879
H -1.1517 0.4354 -6.5694
C -7.6917 -1.8390 0.3061
H 4.6075 3.4657 3.7552
H 1.9446 -6.8313 -10.4508
H 1.9219 2.1569 -10.3081
H 2.5145 -0.6107 8.0152
C 3.2344 7.9647 0.1557
H 1.6414 -3.6146 -1.4772
H -1.0576 -1.9968 4.7013
O -5.0879 0.1621 -4.1778
H -11.2238 1.2315 0.6836
C -1.3267 -0.2300 3.3926
H -4.3170 -6.3887 4.9803
C -1.0590 0.6462 -7.6243
H -1.8457 -0.4226 -4.5124
H -1.6125 3.6554 -2.1801
H -1.8728 1.3443 -7.9643
C -6.5001 -2.5202 0.2119
C 1.3728 -1.6765 0.9662
H 0.9757 3.6711 1.9282
C 0.7119 -0.9432 -1.2239
H -1.2897 -5.1464 -7.4919
O 0.6697 -7.0098 -3.9239
C 4.7279 -1.6520 -3.7640
F 4.9935 -3.2435 5.0397
O 1.9883 2.6627 11.8537
C -1.6453 -1.7118 3.8265
H 8.5173 1.5544 0.2979
H 0.3880 3.0126 12.9417
S 3.2167 8.8923 -1.4344
H 3.3857 -1.0618 1.5549
C -3.2580 -0.0406 -0.3432
H 5.6763 -1.4840 -1.7701
H -2.5398 1.5400 3.0475
C -8.0463 2.6507 -0.2609
H -6.3233 1.3252 -5.3784
C 3.2273 -1.6590 4.8521
C 6.0807 -1.0351 1.9722
H 1.8605 -4.6101 -0.1169
C 2.7974 -0.3783 5.0842
C 6.7765 -2.7177 -3.0770
H 2.9180 -4.5534 -3.9232
C -2.8812 -0.6741 -4.1797
C 3.7509 3.0505 -3.6237
C -2.5652 -4.9146 6.3331
O -1.0404 -0.4661 -8.4352
O 0.4698 1.8302 -8.9633
C -3.7978 0.4064 -4.7403
H -9.0462 -0.5896 -0.8874
O -0.3599 5.5929 -0.6572
H -2.3182 4.2744 -5.1083
C -2.1297 4.1527 -3.0280
O 2.2810 -4.7717 -10.8328
C 3.2003 1.9865 12.0083
O -3.6928 -3.8643 2.0797
H -2.8805 -0.5990 -3.0886
C -7.5721 -1.4129 -2.0741
H -2.1922 2.8213 6.1078
H 1.5822 7.7851 3.2341
H -0.7934 -1.4516 7.9763
H 2.2656 0.1722 -2.3310
C 1.9606 -0.3378 -1.3951
H 4.4613 2.3552 -3.1299
C -1.2168 -4.4610 6.7932
H 2.3287 7.8174 -3.2984
S -2.5780 -4.5389 1.4490
H 1.9065 0.0382 4.6277
S -3.6890 -0.0395 4.2923
H -0.3016 -5.0892 -1.3947
H 3.7402 2.5117 12.8068
H -3.2209 -2.0789 5.2113
H -5.7742 -2.1426 -3.1151
C -0.9798 -6.5412 1.8033
H 2.3617 1.9150 8.4569
H -3.1640 -2.5749 -9.9054
H 6.3619 -2.2171 0.1990
C 3.5780 -4.5775 -10.1625
F 5.9612 -3.8105 -6.3883
C 0.8500 3.8306 0.8594
C 0.9363 -4.4496 6.0084
O 2.4199 2.5361 -3.4473
H 4.5081 -2.6510 -9.5920
C -3.9834 -6.7241 5.9999
C 5.2091 -1.2425 6.1497
H 2.7100 -6.3661 -12.0394
H -12.1013 2.2320 -0.4676
H 0.0901 -1.1354 -2.1394
C -1.4933 4.0640 -4.3992
H -2.4731 -5.0913 -4.2836
H 2.0357 10.5441 6.4370
O 2.9696 -3.1456 -8.3688
H -1.0525 2.0626 7.0752
H -2.6363 -4.5469 5.3087
O 1.0903 2.5150 5.1710
C 7.4715 -0.3855 0.1371
O 1.4981 -4.8177 3.7474
H -2.1690 -5.7072 3.4528
C 1.0304 -1.7584 -5.1225
H 4.4492 -4.7800 -10.8012
H 3.3740 5.9276 -1.9930
O 4.5299 8.6751 -2.0295
C 1.5812 -3.1873 -8.2651
C 3.5814 0.4674 5.8357

Here are the Mulliken charges for atoms 1 to 99, given in e: O -0.42; C -0.55; H 0.36; H 0.50; H 0.39; H 0.46; H -0.58; O -0.30; H 0.54; H 0.55; H -0.10; C -1.26; H 0.20; O -0.38; C -0.52; H -0.07; C -0.75; C -0.24; H 0.50; H -0.10; O -0.51; C -0.96; H -0.10; C -0.59; H -1.65; H -0.51; O -0.58; H -0.05; C -0.71; F -0.68; H 0.49; C 1.24; H -0.65; O -0.70; C -0.84; H 0.23; C -0.82; C 1.01; H 0.60; H 0.21; C -0.79; H -0.44; C -1.12; H 0.06; C -0.10; H 0.51; H 0.15; C -0.40; H 0.21; C -1.07; H -0.12; C -0.44; H 0.09; H 0.37; H 0.35; C -0.61; H 0.18; H 0.43; C -1.14; H -0.45; C 0.03; C -0.72; O 0.64; C 0.37; C 0.31; H 0.42; S 1.43; H 0.25; O -0.32; H 0.24; H -0.07; H -0.33; H 0.25; C -0.70; O 0.65; H 0.79; H 0.58; H 0.32; H 0.70; O -0.81; H -0.65; C -0.42; H 0.17; C 0.25; H 0.45; H 0.53; C 1.58; H -0.49; H 0.20; C -1.15; H 0.51; H 0.33; H 0.31; C 0.82; O -0.32; H 0.30; C 1.30; O -0.28; H 0.32

---

Entry 2:
C8H11FN4 | ωB97M-V with the def2-TZVPD basis set

LUMO level (alpha / beta) ... -1.349 / -1.351 eV
Frontier orbital gap (alpha / beta) ... 5.939 / 5.937 eV
Highest occupied orbital energy (alpha / beta) ... -7.29 / -7.29 eV
E ... -630.1118 hartree
Charge ... 0

Atoms and positions in Å:
C -0.6271 -2.7624 0.5768
N 1.3439 1.5884 -0.6575
H 3.7268 0.0361 -1.2392
N 5.0119 1.4779 -0.6673
H -1.1024 -2.6305 1.5652
C 0.4397 -0.4802 0.0316
H -0.2439 -3.7331 0.3460
F 4.4240 -0.5322 0.3170
H -2.7323 0.6386 0.6669
C 4.3195 0.4961 -0.6175
H -0.4503 4.2222 -0.0854
H 5.6711 1.5594 0.1338
H -0.3550 4.1451 -1.7792
H -1.6418 -2.7551 -0.0600
C -1.9733 -0.1638 0.7722
N -0.7903 1.7349 0.0165
H -2.4276 -0.9788 0.0916
N 0.4294 -1.7389 0.2662
C 1.3790 0.3969 -0.4938
H 1.2219 4.2886 -0.8924
C -0.7028 0.4610 0.2417
H -1.8495 -0.5395 1.7923
C 0.2322 2.3668 -0.5377
C 0.2266 3.7976 -0.8786

What are the Mulliken partial charges on each atom? They are as follows, in elementary charge units: C -0.76; N -0.29; H 0.68; N -0.50; H 0.26; C 0.19; H 0.33; F -0.29; H 0.33; C -0.15; H 0.29; H 0.29; H 0.23; H 0.20; C -0.99; N -0.46; H 0.21; N -0.73; C 0.31; H 0.31; C 1.14; H 0.24; C 0.24; C -1.08

---

Entry 3:
C33H50N3OsSSi4 | ωB97M-V with the def2-TZVPD basis set

LUMO level (alpha / beta) ... -4.210 / -4.285 eV
Frontier orbital gap (alpha / beta) ... 4.040 / 5.665 eV
Highest occupied orbital energy (alpha / beta) ... -8.25 / -9.95 eV
E ... -3098.1415 hartree
2S+1 ... 5
<S²> ... 6.05
Charge ... +1

Atoms and positions in Å:
H -4.2500 1.4722 -4.2750
H 5.5651 1.8036 0.4714
C -3.4432 1.2158 -3.6052
C 2.6128 -2.1922 -3.0407
H 3.0223 2.3780 2.3481
H -2.4912 4.4945 -0.0138
C -3.0218 -4.9191 -0.4723
C 1.4868 -3.2070 0.4553
H -2.8376 0.1184 4.2149
H -3.8305 -5.4287 -0.9735
H 2.8754 4.7117 -1.2636
H -3.6477 -1.1413 0.9395
N -1.7901 -1.4875 0.0836
C -1.2538 0.2598 2.8162
C 0.3043 -3.0070 1.4065
C -1.9009 -2.8832 0.1392
H 5.7561 -1.1385 -3.1344
H 1.8398 -0.0752 2.6290
H -0.2308 -5.5796 1.2885
N -1.3789 0.5873 -1.8823
H 1.6786 -4.2658 0.3000
C -2.1657 0.9794 -4.0952
C -3.9531 -2.8160 -1.3981
H 4.2627 -3.3366 4.5796
H -0.1555 0.4684 -3.5201
H -1.9460 1.0444 -5.1479
C -3.9503 1.4566 0.6887
H 6.2074 -1.1699 3.0348
C -2.7757 -0.7442 0.4179
Si 2.0913 0.3722 -0.7386
H 2.3904 -2.7394 0.8555
H 5.7593 0.1440 -1.9447
C -2.5620 0.4483 3.2245
H 0.1571 -1.9343 1.5727
C 5.1128 2.5370 -0.1867
C -2.6083 0.8250 -1.3936
C 3.9510 -3.4078 3.5403
H -4.6475 1.3191 -1.8390
H 1.2566 -2.7440 -0.5033
H 2.8344 0.2449 4.0455
H 5.4134 -1.5034 -1.4562
C -2.7640 0.7098 0.1150
H 1.4547 3.7057 -1.4614
H 5.4508 3.5171 0.1370
H 1.5281 -2.1221 -3.0782
H 2.8640 3.4480 -2.4748
H 1.7300 -1.1089 4.0440
H 2.8683 -2.9513 -2.3079
H 5.4005 0.1575 2.2182
H 2.9534 -2.5477 -4.0098
C 3.2180 0.6425 -4.1229
H -3.2225 -3.5565 -3.3000
H 5.5100 2.3759 -1.1837
H -4.9077 1.0166 0.4059
C -1.0084 -5.0152 0.7974
H -4.0069 -1.9777 -3.4003
C 2.5397 3.6998 -1.4708
H -4.8584 -3.4163 -1.4855
C 5.4584 -0.9242 2.2848
H -2.3772 -2.1244 -2.7161
C -2.9628 -3.5341 -0.5172
C -2.0608 -5.6635 0.1860
Si 3.1996 2.4662 -0.1682
Os -0.1173 0.1670 -0.1915
Si 3.3964 -0.5036 -2.5938
H 4.6974 -4.0028 3.0186
C 2.4178 -0.5431 3.4244
H -4.7768 3.4602 0.2604
H 3.0183 -3.9653 3.5207
S -3.9887 1.1912 2.5738
H -2.1279 -6.7397 0.2104
C -1.5507 1.4900 0.7598
H 2.6178 3.9765 1.7616
H 0.5066 -3.4892 2.3644
C 5.2573 -0.7707 -2.2419
H 3.3957 0.0872 -5.0413
H 2.2224 1.0735 -4.1946
C -0.9137 -3.6331 0.7871
H -0.6349 -0.2884 3.5163
C -3.8656 2.8958 0.3507
H -4.2418 -1.8500 -0.9861
H 5.8295 -1.2951 1.3336
C -0.6925 0.7541 1.6577
Si 3.7858 -1.6782 2.7705
C -2.6396 3.4559 0.2376
C -3.6666 1.1265 -2.2416
C -3.3544 -2.6036 -2.7918
N -1.5258 2.7824 0.6073
C -1.1691 0.6618 -3.1947
C 2.5167 2.9163 1.5537
H 1.4580 2.6678 1.6020
H 3.9272 1.4645 -4.1009

What are the Mulliken partial charges on each atom? They are as follows, in elementary charge units: H 0.50; H 0.23; C -0.98; C -1.11; H 0.21; H 0.55; C -0.88; C -0.77; H 0.43; H 0.46; H 0.42; H 0.90; N 0.35; C 0.00; C 1.00; C -0.80; H 0.37; H -0.50; H 0.52; N -0.24; H 0.52; C -0.90; C -0.36; H 0.40; H 0.20; H 0.51; C -0.21; H 0.45; C -2.35; Si 0.86; H -0.14; H 0.29; C -0.76; H -1.03; C -1.09; C 0.79; C -1.05; H 0.45; H 0.04; H 0.61; H 0.26; C 1.07; H 0.29; H 0.39; H 0.24; H 0.30; H 0.31; H 0.30; H 0.15; H 0.46; C -1.21; H 0.40; H 0.33; H 0.78; C -0.67; H 0.36; C -1.16; H 0.61; C -0.92; H 0.07; C 0.56; C -1.18; Si 0.69; Os 0.64; Si 1.02; H 0.32; C -0.32; H 0.46; H 0.28; S -0.35; H 0.42; C 0.04; H 0.44; H 0.65; C -1.12; H 0.43; H 0.31; C 0.12; H 0.27; C -0.68; H -0.03; H 0.33; C 0.46; Si 0.11; C -0.66; C -0.48; C -0.93; N -0.74; C -0.05; C -0.76; H 0.15; H 0.37

---

Entry 4:
C5H9NO | ωB97M-V with the def2-TZVPD basis set

LUMO level (alpha / beta) ... 0.608 / 0.608 eV
Frontier orbital gap (alpha / beta) ... 8.454 / 8.453 eV
Highest occupied orbital energy (alpha / beta) ... -7.85 / -7.85 eV
E ... -325.7376 hartree
Charge ... 0

Atoms and positions in Å:
H -1.6215 1.7705 -1.3624
H -1.9625 1.6699 1.7436
C -0.6805 1.5934 -0.8557
H 0.3175 -2.4125 -0.7655
C 0.3770 -0.0319 0.8654
O 2.5353 -0.9567 0.7905
H 0.7487 0.5690 1.6993
C 1.4572 -0.8874 0.2404
H -1.8849 2.3691 1.4813
H 2.0050 -2.2415 -1.3177
H 0.1827 2.2267 -1.0091
H 0.7582 -1.0488 -1.8003
C -1.0759 -0.3338 0.7742
C 1.1163 -1.6970 -0.9925
H -1.6759 -1.1967 0.5278
N -0.5968 0.6076 -0.0195

What are the Mulliken partial charges on each atom? They are as follows, in elementary charge units: H 0.29; H -0.10; C -0.50; H 0.30; C 0.16; O -0.56; H 0.38; C 0.60; H 0.04; H 0.34; H 0.27; H 0.31; C -0.78; C -1.13; H 0.24; N 0.16